Record 1
The following is a DFT calculation (ωB97M-V/def2-TZVPD) of a cluster of 3 separate species, C22H45Cl2N2O3 in total.

## Properties
LUMO energy (alpha / beta)   0.660 / 0.644 eV
Expectation value of S²   0.75
Multiplicity   2
HOMO (alpha / beta)   -0.293 / -0.323 Eh

Positions of all 74 atoms, in Å:
H (-1.97777, -0.88965, -3.60296)
H (-1.38754, -4.16677, -3.33408)
C (0.15638, -0.97942, 0.79306)
C (1.92165, 3.12028, 2.34446)
H (-1.39686, -2.82052, -2.20179)
Cl (3.55516, 5.04800, 1.49579)
H (-2.08572, -0.15588, 5.22902)
C (0.14224, 1.65333, -3.61085)
H (0.33372, 0.73619, -4.17908)
C (0.49751, -6.10115, -3.28557)
C (-1.89777, 0.40136, 0.44958)
H (-2.80394, 0.22866, 1.03065)
H (1.04766, -5.52538, -4.03097)
H (4.36273, 1.66659, 2.94981)
C (3.03285, 0.31179, 1.91932)
H (-3.28890, -0.15481, -4.53955)
H (4.64214, 1.63970, 1.19544)
H (-0.53154, -6.21045, -3.63003)
C (-1.23711, -3.89682, -2.28207)
C (0.57899, -5.42979, -1.92543)
H (2.67549, 0.38438, 0.88532)
C (-2.23878, -4.62027, -1.39807)
C (1.08576, 1.82448, 2.46798)
H (-0.86218, 2.70747, -5.23109)
C (-2.20927, 1.23521, -3.30089)
H (0.62585, -0.75971, -0.16790)
H (-1.87769, -0.30794, -0.38065)
H (-3.27250, 1.10543, 3.50098)
H (-2.52909, 2.59634, 4.14812)
H (-0.41338, 2.40151, 1.06337)
H (1.00753, 1.81181, -2.96524)
C (0.09470, 2.01478, 3.62915)
H (2.75931, 2.30938, -0.39444)
H (1.62005, -5.36081, -1.60953)
H (-2.88552, 1.12638, -2.45213)
C (-1.11058, 1.04265, 3.70187)
H (3.16859, -0.75694, 2.10497)
H (-0.30656, -0.21270, 5.27541)
H (0.87966, 2.94666, -5.15740)
H (1.56859, 0.03590, 3.36110)
H (-0.55267, -1.79686, 0.64333)
C (2.40058, 3.32110, -0.19726)
H (-2.12972, -5.70401, -1.45406)
H (0.05613, -6.03086, -1.17284)
O (0.11430, -4.09172, -1.90829)
H (3.02158, 4.00641, -0.77308)
C (-2.27258, -0.00734, -4.17292)
O (-0.94022, 1.46989, -2.71458)
H (0.93315, -7.09938, -3.22876)
C (2.50194, 3.68449, 1.27020)
O (-1.72744, -1.06246, 2.89400)
N (2.02531, 0.78137, 2.85763)
H (-2.54235, 2.11450, -3.86397)
H (-1.95162, 1.40177, 0.01352)
H (-0.30803, 3.03017, 3.55991)
H (-1.15740, 1.23300, 5.83558)
H (0.89700, -1.32996, 1.51278)
H (-1.61730, 0.06694, -5.04170)
C (-0.01958, 2.83505, -4.55055)
H (5.19720, 0.30517, 2.20609)
C (0.22822, 1.52766, 1.22664)
Cl (2.28116, 3.82797, 3.88739)
H (-0.17308, 3.75614, -3.98660)
C (-0.62047, 0.24125, 1.31386)
H (0.82451, 1.40473, 0.33292)
C (4.38873, 1.02793, 2.06456)
H (0.67223, 1.94789, 4.55341)
H (-3.25375, -4.37469, -1.71315)
C (-2.42326, 1.78684, 3.41937)
C (-1.17470, 0.42659, 5.09657)
H (-2.11632, -4.31942, -0.35676)
H (-2.42396, 2.24539, 2.42709)
N (-0.96316, -0.05729, 2.72318)
H (1.38164, 3.43241, -0.56913)

=====

Record 2
The following is a DFT calculation (ωB97M-V/def2-TZVPD) of a cluster of 2 separate species, C2H8N2O2 in total.

## Properties
LUMO energy   0.563 eV
HOMO   -0.358 Eh
SMILES   NCNC=O.O
ΔE to the lowest compared entry with this formula, charge and spin   88.2 kJ/mol

Positions of all 14 atoms, in Å:
H (-0.46254, -0.94021, 2.27273)
H (-0.85012, -0.01292, 0.16720)
N (0.56158, 0.61162, -1.70587)
H (-0.08809, 0.01510, -2.21214)
O (-2.94339, 1.67393, -0.66682)
H (1.96238, 0.29254, -0.13783)
H (-2.24191, 2.31635, -0.82905)
O (1.48317, -1.37721, 1.81796)
N (0.08166, -0.33391, 0.39925)
H (1.45680, -1.16241, -0.96241)
H (1.31124, 0.72744, -2.38353)
C (1.10672, -0.18006, -0.61222)
H (-2.99300, 1.10324, -1.43648)
C (0.38699, -0.92973, 1.57419)

=====

Record 3
The following is a DFT calculation (ωB97M-V/def2-TZVPD) of a structure of composition C17H22GaN5O.

## Properties
LUMO energy   -7.400 eV
HOMO   -0.517 Eh
Net charge   +2

Positions of all 46 atoms, in Å:
H (3.72869, 3.87200, -2.28681)
C (-3.03617, -1.60525, -0.13314)
H (1.45361, -2.41610, -0.89171)
C (-5.24605, -2.14454, 0.63535)
H (0.22296, 4.98297, -0.08459)
C (-4.18582, -1.25954, 0.57922)
H (-3.97559, -4.66488, -1.24623)
C (2.84364, 3.62142, -1.71941)
C (-1.89843, -0.69097, -0.17859)
C (3.58536, -0.66631, 1.40763)
N (-0.82141, 1.13597, 0.19400)
H (-1.64985, 4.29276, 0.64252)
H (0.34632, -2.47993, 0.26240)
C (-4.02758, -3.71312, -0.73527)
C (2.03008, 4.60246, -1.17423)
C (3.61803, -2.07092, 0.84906)
H (3.93670, -2.06218, -0.20021)
C (-5.16736, -3.36843, -0.01873)
H (3.09639, 1.51319, -1.95800)
H (-6.13663, -1.88674, 1.19212)
O (-0.77277, -1.09066, -0.72132)
H (3.14066, -0.65537, 2.40218)
C (-0.73891, 2.41177, 0.11907)
C (0.55485, 2.88937, -0.39600)
N (1.37542, 1.93557, -0.87823)
H (2.81907, 1.18420, 0.93095)
H (2.31584, -3.79276, 0.78481)
C (-2.96191, -2.83366, -0.79319)
C (2.26640, -2.72371, 0.98447)
H (4.59521, -0.26598, 1.48935)
H (-4.23938, -0.30429, 1.08212)
H (4.35880, -2.65101, 1.39788)
H (2.28331, 5.64901, -1.28405)
C (2.48929, 2.30160, -1.53297)
H (-2.47359, 3.38033, -0.62673)
H (-6.00192, -4.05573, 0.02533)
H (1.89682, -2.58934, 2.00103)
N (2.78120, 0.24808, 0.53331)
Ga (0.76512, -0.02916, -0.20168)
N (-2.00335, 0.50829, 0.34577)
H (3.28432, 0.31651, -0.34791)
H (-2.07685, -3.08310, -1.36371)
H (-2.59391, 2.83902, 1.04065)
C (-1.92409, 3.29315, 0.31516)
C (0.87364, 4.23109, -0.50546)
N (1.26986, -2.10508, 0.06383)

=====

Record 4
The following is a DFT calculation (ωB97M-V/def2-TZVPD) of a structure of composition C22H11Cl8N4O3ReS.

## Properties
LUMO energy (alpha / beta)   -5.711 / -5.385 eV
Expectation value of S²   0.87
Multiplicity   2
HOMO (alpha / beta)   -0.427 / -0.430 Eh
Net charge   +1
ΔE to the lowest compared entry with this formula, charge and spin   200.9 kJ/mol

Positions of all 50 atoms, in Å:
C (-1.72303, 2.40390, -1.88348)
Cl (3.79386, -4.14844, 2.35115)
H (0.66173, -2.06429, 3.90505)
C (0.76392, -1.21802, -1.95804)
C (3.19725, -1.97321, 0.88048)
C (1.12146, 3.31877, 0.90863)
C (0.19717, -1.78417, 2.96800)
C (-2.91316, -1.75636, -4.04839)
H (2.04467, 5.21583, 1.25600)
O (1.23498, -1.09780, -3.04366)
C (1.32209, -3.32130, -0.65651)
H (-1.69047, -3.00578, 0.45328)
S (-2.97081, 1.17110, -1.63292)
C (2.02740, -4.01208, 0.32353)
Cl (-2.61616, -2.30183, -2.26434)
H (0.90014, 5.57778, 3.41780)
Cl (2.86123, 0.34293, -0.48295)
C (-0.57789, -2.69747, 2.27030)
Cl (1.72936, -5.67796, 0.58973)
C (0.72763, 4.66550, 2.86081)
Cl (-2.53628, -3.14356, -5.02024)
Cl (0.11755, -4.13811, -1.58524)
C (-0.13358, 3.70168, 3.36362)
N (-2.03600, 3.46016, -2.63752)
N (-0.46557, 1.15254, -0.61544)
H (-0.75752, -3.69511, 2.64566)
C (-1.11323, -2.31851, 1.05699)
H (-1.05001, 1.79840, 3.03332)
Re (-1.27766, -0.54947, -1.44160)
H (1.60991, 3.16740, -0.04387)
C (-1.96438, -0.56594, -4.38305)
H (-2.90534, 3.48443, -3.13926)
H (-0.63415, 3.85638, 4.30996)
C (-0.20750, -0.17835, 1.25402)
N (-0.91629, -1.09135, 0.54605)
C (1.54992, -1.97497, -0.88228)
O (-2.03802, -0.14573, -5.49645)
C (0.37840, -0.50564, 2.45726)
Cl (4.31352, -1.11615, 1.85935)
C (1.36415, 4.46737, 1.64133)
Cl (-4.57938, -1.29159, -4.17425)
O (-1.17836, -0.13408, -3.42961)
H (0.98650, 0.22847, 2.96718)
C (-0.09412, 1.15247, 0.61908)
H (-1.33094, 4.14986, -2.83812)
C (0.25776, 2.34449, 1.40826)
N (-0.55251, 2.34993, -1.30841)
C (2.95686, -3.32775, 1.10544)
C (-0.36121, 2.53827, 2.64429)
C (2.50612, -1.31263, -0.13091)